Entry 1:
C25H17Cl2F9N4O3STa as an isolated structure. Source: OMol25; level of theory: the ωB97M-V functional and the def2-TZVPD basis.

Each line ends with the Löwdin charge.
Atoms and positions in Å:
Ta1 0.183 -0.398 -0.125  1.679
N1 -1.236 -0.539 4.193  0.126
C1 -1.154 -0.203 2.909  -0.792
S1 -1.165 -1.494 1.739  0.715
N2 -1.129 1.046 2.551  0.000
N3 -0.987 1.316 1.264  -0.053
C2 -1.386 2.461 0.800  -0.150
C3 -2.113 3.443 1.630  -0.187
C4 -3.393 3.851 1.241  -0.038
C5 -4.138 4.676 2.063  -0.062
C6 -3.614 5.122 3.265  -0.063
C7 -2.338 4.739 3.642  -0.061
C8 -1.593 3.892 2.841  -0.028
C9 -1.214 2.679 -0.625  -0.198
C10 -1.516 3.913 -1.207  0.022
C11 -1.406 4.062 -2.576  -0.008
C12 -0.995 2.974 -3.333  -0.009
C13 -0.691 1.790 -2.680  -0.136
N4 -0.777 1.647 -1.364  0.015
H1 -1.341 -1.513 4.422  0.101
H2 -1.314 0.168 4.906  0.123
H3 -3.816 3.482 0.316  0.122
H4 -5.138 4.958 1.768  0.111
H5 -4.206 5.748 3.914  0.111
H6 -1.928 5.085 4.576  0.109
H7 -0.607 3.581 3.148  0.113
H8 -1.814 4.732 -0.573  0.124
H9 -1.633 5.008 -3.043  0.124
H10 -0.899 3.040 -4.405  0.122
H11 -0.357 0.923 -3.233  0.101
Cl1 6.854 1.206 4.962  0.727
C14 5.437 0.734 4.121  -0.659
C15 4.749 -0.411 4.517  -0.077
C16 3.654 -0.826 3.789  0.009
C17 3.218 -0.086 2.687  -0.138
C18 3.880 1.095 2.341  -0.009
C19 4.998 1.495 3.041  -0.079
C20 2.130 -0.592 1.847  -0.553
O1 1.742 -1.753 1.842  0.026
O2 1.535 0.236 1.012  -0.222
H12 5.091 -0.973 5.373  0.113
H13 3.127 -1.729 4.055  0.127
H14 3.535 1.666 1.495  0.115
H15 5.542 2.380 2.748  0.113
Cl2 -1.621 -1.257 -1.639  0.664
C21 -0.442 -2.345 -0.990  -0.671
H16 0.128 -2.781 -1.808  0.037
H17 -0.949 -3.124 -0.426  0.013
F1 1.753 -0.180 -4.562  0.186
C22 2.672 -0.670 -3.737  -0.569
F2 2.588 -1.996 -3.782  0.194
F3 3.865 -0.302 -4.186  0.203
C23 2.395 -0.182 -2.285  -0.282
O3 1.101 -0.388 -1.996  -0.280
C24 3.297 -1.003 -1.312  -0.529
F4 2.516 -1.955 -0.754  0.133
F5 3.762 -0.262 -0.305  0.177
F6 4.325 -1.593 -1.885  0.222
C25 2.711 1.326 -2.153  -0.547
F7 3.994 1.615 -2.042  0.211
F8 2.081 1.783 -1.039  0.120
F9 2.217 2.022 -3.170  0.194

Energy relative to the best compared isomer or geometry (same formula, charge and spin): 257.9 kJ/mol
Highest occupied orbital energy: -11.25 eV
Gap between HOMO and LUMO: 0.25690 Ha
Charge: +1
2S+1: 1

***

Entry 2:
One molecule with the formula C5H9N. Source: OMol25; level of theory: the ωB97M-V functional and the def2-TZVPD basis.

Each line ends with the Löwdin charge.
Atoms and positions in Å:
C1 -0.468 -0.044 1.349  -0.191
C2 1.045 0.614 0.913  -0.102
C3 0.986 0.137 -0.639  -0.270
N1 -0.183 0.797 -1.256  -0.041
C4 -0.311 -0.676 -0.953  -0.285
C5 -0.970 -0.885 0.279  -0.293
H1 -0.304 -0.675 2.291  0.113
H2 -1.163 0.766 1.773  0.121
H3 2.122 0.049 1.134  0.132
H4 0.914 1.704 1.322  0.112
H5 1.914 -0.012 -1.204  0.109
H6 -0.539 1.576 -0.495  0.149
H7 -0.640 -1.035 -2.077  0.195
H8 -1.977 -0.771 0.121  0.086
H9 -0.732 -2.050 0.241  0.164

Energy relative to the best compared isomer or geometry (same formula, charge and spin): 443.0 kJ/mol
Highest occupied orbital energy: -8.67 eV
Structure (SMILES): C1C[C@@H]2N[C@@H]2C1
Gap between HOMO and LUMO: 0.35864 Ha
Charge: 0
2S+1: 1

***

Entry 3:
C27H25N6O2P2S2SeTc as an isolated structure. Source: OMol25; level of theory: the ωB97M-V functional and the def2-TZVPD basis.

Each line ends with the Mulliken spin population.
Atoms and positions in Å:
Tc1 0.720 -1.901 -1.295  2.706
S1 0.180 0.144 -2.683  0.059
P1 0.111 1.002 -0.838  -0.058
C1 0.622 -0.359 0.127  0.167
P2 -0.137 -1.142 1.498  0.003
S2 0.067 -3.048 0.773  0.002
C2 -1.866 -0.785 1.862  0.011
C3 -2.848 -1.220 0.976  -0.006
C4 -4.179 -0.977 1.264  -0.004
C5 -4.527 -0.301 2.427  0.001
C6 -3.545 0.138 3.302  0.001
C7 -2.208 -0.101 3.024  0.000
C8 0.794 -1.011 3.035  0.028
C9 1.521 0.133 3.337  0.010
C10 2.269 0.176 4.502  0.002
C11 2.302 -0.922 5.346  0.002
C12 1.565 -2.061 5.048  0.000
C13 0.805 -2.110 3.894  0.005
C14 -1.483 1.773 -0.519  0.006
C15 -1.582 2.612 0.590  -0.005
C16 -2.781 3.248 0.859  -0.001
C17 -3.871 3.054 0.019  0.002
C18 -3.767 2.221 -1.085  0.000
C19 -2.574 1.569 -1.355  0.001
C20 1.321 2.335 -0.856  0.003
C21 1.006 3.487 -1.576  -0.005
C22 1.968 4.468 -1.742  0.001
C23 3.233 4.297 -1.192  0.001
C24 3.542 3.145 -0.482  0.000
C25 2.588 2.152 -0.315  0.013
H1 -2.570 -1.763 0.080  0.004
H2 -4.949 -1.323 0.587  0.000
H3 -5.569 -0.123 2.657  0.000
H4 -3.820 0.659 4.210  0.000
H5 -1.437 0.221 3.714  0.001
H6 1.512 0.978 2.659  -0.009
H7 2.850 1.058 4.733  0.000
H8 2.918 -0.897 6.235  0.000
H9 1.591 -2.915 5.712  0.000
H10 0.232 -2.996 3.648  0.001
H11 -0.714 2.775 1.221  0.001
H12 -2.863 3.905 1.715  0.000
H13 -4.804 3.561 0.227  0.000
H14 -4.617 2.082 -1.741  0.000
H15 -2.479 0.926 -2.221  -0.003
H16 0.016 3.607 -2.001  -0.002
H17 1.736 5.364 -2.303  0.000
H18 3.981 5.069 -1.315  0.000
H19 4.530 3.016 -0.059  0.000
H20 2.816 1.240 0.227  0.006
N1 2.683 -1.748 -4.085  0.004
N2 2.114 -2.716 -4.889  -0.002
C26 0.969 -3.316 -4.557  0.007
N3 0.457 -4.185 -5.419  0.000
N4 0.390 -2.996 -3.379  0.007
N5 -0.909 -3.281 -3.159  -0.031
O1 -1.330 -2.776 -2.111  0.034
O2 -1.602 -3.944 -3.904  0.013
H21 2.435 -0.812 -4.387  0.000
H22 3.686 -1.855 -4.048  0.000
H23 2.545 -2.960 -5.767  0.000
H24 0.906 -4.380 -6.298  0.000
H25 -0.456 -4.566 -5.228  0.000
Se1 3.088 -2.286 -0.969  0.004
C27 3.552 -1.574 0.641  0.010
N6 3.865 -1.065 1.626  0.011

Highest occupied orbital energy (alpha / beta): -10.49 / -10.75 eV
Gap between HOMO and LUMO (alpha / beta): 0.25584 / 0.25979 Ha
Charge: +1
2S+1: 4

***

Entry 4:
C26H27MoN7O11P2S3 as an isolated structure. Source: OMol25; level of theory: the ωB97M-V functional and the def2-TZVPD basis.

Each line ends with the Löwdin charge.
Atoms and positions in Å:
Mo1 0.552 -0.396 -0.194  1.539
N1 3.411 2.471 -2.164  0.089
C1 2.912 1.412 -1.480  -0.866
S1 2.233 0.111 -2.387  0.746
N2 3.008 1.407 -0.192  -0.035
N3 2.337 0.469 0.504  -0.164
C2 2.722 0.383 1.750  -0.042
C3 2.259 -0.559 2.704  -0.152
C4 2.776 -0.538 4.010  -0.043
C5 2.398 -1.482 4.933  -0.083
C6 1.519 -2.501 4.573  -0.055
C7 1.007 -2.564 3.298  -0.012
C8 1.335 -1.584 2.353  -0.310
O1 0.861 -1.615 1.144  -0.303
H1 3.620 2.345 -3.139  0.080
H2 3.936 3.155 -1.644  0.102
H3 3.500 1.080 2.055  0.138
H4 3.468 0.249 4.277  0.113
H5 2.772 -1.424 5.944  0.102
H6 1.222 -3.236 5.303  0.113
H7 0.307 -3.331 3.015  0.116
C9 -2.477 1.034 4.829  -0.062
C10 -1.582 0.283 3.869  -0.570
O2 -0.260 0.188 4.337  -0.040
P1 -1.508 1.058 2.188  0.544
O3 -2.845 0.918 1.365  -0.126
O4 -1.544 2.588 2.614  -0.108
O5 -0.251 0.853 1.376  -0.409
P2 -2.126 -1.430 3.380  0.347
O6 -3.754 -1.216 3.321  -0.148
O7 -1.805 -2.549 4.279  -0.279
O8 -1.666 -1.385 1.942  -0.514
H8 -2.025 1.987 5.102  0.082
H9 -2.605 0.426 5.723  0.092
H10 -3.446 1.220 4.373  0.083
H11 0.106 1.082 4.378  0.110
H12 -3.009 -0.022 1.196  0.010
H13 -1.590 3.102 1.794  0.036
H14 -4.129 -1.748 4.022  0.063
C11 -3.726 -0.535 -2.900  -0.011
N4 -2.617 -1.425 -3.095  -0.118
C12 -2.218 -2.005 -4.271  -0.029
C13 -1.046 -2.639 -4.046  -0.024
N5 -0.707 -2.420 -2.726  -0.002
C14 -1.675 -1.653 -2.157  -0.638
S2 -1.797 -1.341 -0.498  0.880
C15 0.390 -2.972 -2.054  -0.232
C16 0.680 -4.309 -2.285  0.016
C17 1.769 -4.900 -1.668  -0.019
C18 2.594 -4.068 -0.911  -0.028
C19 2.263 -2.749 -0.749  -0.127
N6 1.124 -2.183 -1.227  -0.109
H15 -4.497 -0.738 -3.642  0.098
H16 -3.384 0.499 -2.994  0.102
H17 -4.123 -0.674 -1.894  0.081
H18 -2.797 -1.924 -5.168  0.127
H19 -0.421 -3.207 -4.702  0.127
H20 0.028 -4.882 -2.923  0.119
H21 1.990 -5.946 -1.794  0.114
H22 3.490 -4.450 -0.454  0.114
H23 2.934 -2.080 -0.218  0.115
O9 -0.595 0.466 -3.252  0.015
C20 -0.319 1.403 -2.513  -0.580
N7 -0.115 1.274 -1.177  -0.280
S3 -0.123 2.771 -0.452  0.683
O10 0.961 3.005 0.444  -0.270
O11 -1.442 3.105 0.029  -0.291
C21 0.098 3.689 -1.973  -0.195
C22 0.353 5.019 -2.209  -0.026
C23 0.381 5.448 -3.532  -0.060
C24 0.151 4.558 -4.574  -0.062
C25 -0.099 3.217 -4.322  0.010
C26 -0.128 2.792 -3.001  -0.142
H24 0.527 5.694 -1.386  0.122
H25 0.570 6.489 -3.748  0.106
H26 0.159 4.920 -5.593  0.106
H27 -0.270 2.507 -5.115  0.121

Highest occupied orbital energy (alpha / beta): -7.00 / -6.99 eV
Gap between HOMO and LUMO (alpha / beta): 0.21776 / 0.21717 Ha
Charge: 0
2S+1: 1

***

Entry 5:
C5H16BrGaLiN4P as an isolated structure. Source: OMol25; level of theory: the ωB97M-V functional and the def2-TZVPD basis.

Each line ends with the Löwdin charge.
Atoms and positions in Å:
N1 -2.032 1.127 -2.246  -0.437
P1 -1.477 -0.342 -2.757  0.457
Ga1 -1.899 -2.052 -1.196  -0.079
Br1 -3.980 -1.469 -0.006  -0.007
C1 -0.369 -2.374 0.157  -0.365
C2 0.350 -0.995 0.680  -0.338
C3 -0.399 -0.250 1.933  -0.173
C4 -0.478 1.388 1.634  -0.211
N2 0.861 2.085 1.721  -0.006
C5 1.575 2.167 0.390  -0.381
N3 1.119 2.935 -0.665  0.109
N4 2.882 1.413 0.222  0.022
H1 -2.431 0.965 -1.287  -0.115
H2 -0.045 -0.244 -3.069  -0.080
H3 -2.221 -0.671 -3.958  -0.056
H4 -2.066 -3.433 -2.033  -0.097
H5 0.481 -3.034 -0.359  0.045
H6 -0.785 -2.951 1.102  0.069
H7 0.391 -0.269 -0.267  0.093
H8 1.467 -1.209 1.042  0.016
H9 -1.478 -0.720 2.125  0.119
H10 0.250 -0.376 2.926  0.114
H11 -1.142 1.822 2.525  0.130
H12 -1.083 1.593 0.653  0.123
H13 1.438 1.623 2.465  0.111
H14 1.758 2.877 -1.488  0.036
H15 3.342 1.607 -0.696  0.077
H16 2.743 0.370 0.235  -0.023
Li1 3.229 -1.583 0.218  0.846

Highest occupied orbital energy: -7.00 eV
Gap between HOMO and LUMO: 0.14655 Ha
Charge: 0
2S+1: 1

***

Entry 6:
A 2-piece molecular cluster, C4H11NO overall. Source: OMol25; level of theory: the ωB97M-V functional and the def2-TZVPD basis.

Each line ends with the Löwdin charge.
Atoms and positions in Å:
C1 1.153 -1.463 -1.668  -0.130
C2 0.197 -0.669 -0.854  -0.164
C3 -0.365 0.471 -1.263  -0.434
C4 -1.380 1.161 -0.409  -0.063
N1 -0.161 1.048 -2.521  0.091
H1 1.680 -2.238 -1.128  0.064
H2 0.603 -1.797 -2.567  0.076
H3 1.934 -0.863 -2.164  0.071
H4 -0.080 -1.154 0.072  0.093
H5 -1.798 0.442 0.303  0.076
H6 -2.308 1.417 -0.922  0.073
H7 -0.918 2.018 0.073  0.080
H8 0.249 0.406 -3.198  0.078
H9 -0.881 1.675 -2.869  0.089
O1 0.869 0.060 6.617  -0.055
H10 0.883 0.181 5.667  0.029
H11 0.324 -0.695 6.831  0.026

Energy relative to the best compared isomer or geometry (same formula, charge and spin): 120.3 kJ/mol
Highest occupied orbital energy: -7.84 eV
Structure (SMILES): C/C=C(/C)N.O
Gap between HOMO and LUMO: 0.31832 Ha
Charge: 0
2S+1: 1

***

Entry 7:
An isolated ion of composition C2HN3O4 and charge -2. Source: OMol25; level of theory: the ωB97M-V functional and the def2-TZVPD basis.

Each line ends with the Löwdin charge.
Atoms and positions in Å:
O1 -2.535 -0.861 1.414  -0.126
C1 -2.247 -0.487 0.261  -0.794
O2 -2.996 -0.268 -0.731  -0.141
N1 -0.821 -0.117 0.183  0.051
N2 0.051 -0.860 -0.279  -0.087
N3 1.319 -0.427 -0.191  -0.039
C2 1.595 1.036 -0.017  -0.823
O3 2.770 1.225 -0.342  -0.141
O4 0.719 1.849 0.252  -0.049
H1 2.145 -1.091 -0.550  0.149

Energy relative to the best compared isomer or geometry (same formula, charge and spin): 0.0 kJ/mol
Highest occupied orbital energy: 0.26 eV
Structure (SMILES): O=C([O-])/N=N/NC(=O)[O-]
Gap between HOMO and LUMO: 0.24339 Ha
Charge: -2
2S+1: 1

***

Entry 8:
C57H43I4N4O4RbS as an isolated structure. Source: OMol25; level of theory: the ωB97M-V functional and the def2-TZVPD basis.

Each line ends with the Löwdin charge.
Atoms and positions in Å:
Rb1 -0.279 0.016 0.145  1.071
I1 -7.655 0.503 -6.941  0.775
C1 -6.155 0.662 -5.484  -0.748
C2 -5.146 -0.283 -5.434  -0.163
C3 -4.159 -0.169 -4.462  -0.032
C4 -4.158 0.880 -3.544  -0.196
C5 -5.195 1.812 -3.617  -0.024
C6 -6.187 1.714 -4.579  -0.157
C7 -3.089 0.999 -2.513  -0.073
C8 -3.563 0.939 -1.138  -0.303
C9 -4.898 0.695 -0.702  -0.089
C10 -4.872 0.778 0.686  -0.063
C11 -3.522 1.063 1.040  -0.290
C12 -3.008 1.221 2.395  -0.071
C13 -4.023 0.917 3.446  -0.203
C14 -4.608 1.906 4.228  -0.024
C15 -5.550 1.592 5.201  -0.162
C16 -5.911 0.269 5.384  -0.745
I2 -7.335 -0.221 6.848  0.770
C17 -5.348 -0.740 4.616  -0.154
C18 -4.411 -0.409 3.650  -0.011
C19 -1.748 1.533 2.846  -0.255
N1 -0.619 1.770 2.082  -0.015
C20 0.428 1.943 2.878  -0.265
C21 1.781 2.007 2.417  -0.111
C22 2.865 2.494 3.217  -0.170
C23 2.656 3.346 4.336  -0.054
C24 3.687 3.803 5.133  -0.183
C25 5.003 3.469 4.840  -0.780
I3 6.569 4.154 6.047  0.731
C26 5.266 2.697 3.715  -0.188
C27 4.232 2.230 2.928  -0.040
C28 2.092 1.528 1.046  -0.268
C29 2.769 0.423 0.665  -0.028
C30 2.596 0.294 -0.810  -0.255
C31 1.984 1.637 -1.185  -0.244
N2 1.612 2.250 -0.117  0.189
C32 1.646 2.048 -2.575  -0.095
C33 0.323 1.793 -3.028  -0.243
C34 -0.185 1.895 -4.414  -0.021
C35 -1.484 1.543 -4.379  -0.022
C36 -1.812 1.222 -2.983  -0.254
N3 -0.656 1.345 -2.242  0.020
C37 2.671 2.745 -3.287  -0.158
C38 2.475 3.518 -4.463  -0.046
C39 3.513 4.147 -5.125  -0.186
C40 4.809 4.082 -4.638  -0.779
I4 6.380 5.026 -5.650  0.732
C41 5.041 3.416 -3.438  -0.182
C42 4.006 2.784 -2.784  -0.037
C43 -0.022 1.863 4.289  -0.026
C44 -1.343 1.605 4.258  -0.018
N4 -2.766 1.158 -0.070  0.028
H1 -5.125 -1.104 -6.139  0.085
H2 -3.364 -0.903 -4.413  0.121
H3 -5.211 2.627 -2.904  0.127
H4 -6.976 2.453 -4.627  0.086
H5 -5.768 0.502 -1.314  0.089
H6 -5.716 0.665 1.350  0.090
H7 -4.316 2.938 4.070  0.124
H8 -5.997 2.373 5.803  0.084
H9 -5.635 -1.772 4.773  0.085
H10 -3.950 -1.174 3.035  0.109
H11 1.657 3.698 4.549  0.097
H12 3.461 4.451 5.971  0.083
H13 6.287 2.453 3.448  0.080
H14 4.484 1.635 2.061  0.086
H15 3.192 -0.323 1.322  0.126
H16 1.827 -0.455 -1.034  0.079
H17 0.374 2.160 -5.295  0.081
H18 -2.166 1.525 -5.216  0.098
H19 1.479 3.676 -4.842  0.083
H20 3.297 4.719 -6.020  0.082
H21 6.034 3.398 -3.004  0.083
H22 4.232 2.302 -1.842  0.101
H23 0.605 1.918 5.165  0.089
H24 -1.989 1.441 5.109  0.098
C45 4.923 -6.734 1.581  -0.096
O1 3.834 -6.090 0.953  -0.075
C46 4.014 -4.827 0.474  -0.272
C47 5.254 -4.128 0.619  -0.031
C48 5.364 -2.891 0.084  -0.033
C49 4.292 -2.210 -0.582  -0.073
C50 4.594 -0.988 -1.180  -0.236
C51 5.988 -0.531 -1.490  0.019
O2 3.747 -0.090 -1.604  0.063
C52 2.985 -2.901 -0.673  -0.341
O3 1.961 -2.442 -1.197  0.010
C53 2.961 -4.250 -0.153  0.063
H25 4.572 -7.731 1.839  0.088
H26 5.227 -6.218 2.495  0.093
H27 5.783 -6.823 0.913  0.090
H28 6.084 -4.567 1.151  0.094
H29 6.294 -2.358 0.220  0.108
H30 6.725 -1.326 -1.499  0.074
H31 6.274 0.245 -0.776  0.106
H32 5.949 -0.054 -2.470  0.102
H33 2.025 -4.783 -0.255  0.117
C54 -4.539 -3.782 0.650  -0.129
C55 -4.151 -2.772 -0.414  -0.375
S1 -2.447 -2.190 -0.246  0.845
O4 -2.253 -1.912 1.208  -0.573
C56 -1.554 -3.764 -0.596  -0.366
C57 -0.966 -4.374 0.665  -0.138
H34 -5.622 -3.911 0.669  0.072
H35 -4.219 -3.422 1.629  0.064
H36 -4.083 -4.758 0.474  0.064
H37 -4.731 -1.850 -0.344  0.064
H38 -4.248 -3.154 -1.433  0.090
H39 -0.766 -3.501 -1.304  0.073
H40 -2.247 -4.447 -1.092  0.077
H41 -0.241 -3.700 1.117  0.073
H42 -0.459 -5.309 0.419  0.071
H43 -1.736 -4.574 1.409  0.065

Energy relative to the best compared isomer or geometry (same formula, charge and spin): 320.6 kJ/mol
Highest occupied orbital energy: -0.70 eV
Gap between HOMO and LUMO: 0.13532 Ha
Charge: -2
2S+1: 1

***

Calculated F_max in order - 3.17, 6.59, 2.31, 2.48, 5.96, 1.82, 4.01, 0.82 eV Å⁻¹